[1]
Molecular formula: C6H9N5
Method: DFT, ωB97M-V/def2-TZVPD

Properties
* HOMO: -7.5532 eV
* LUMO energy: 0.32 eV
* total charge: 0
* energy relative to the best compared isomer or geometry (same formula, charge and spin): 675.1 kJ/mol
* orbital gap: 7.9 eV

Atoms and positions in Å:
N1 -1.58972 -1.16778 -2.08571
N2 0.32964 1.21128 0.58156
N3 -1.24950 1.14555 -1.25999
N4 1.54534 -0.86502 1.23045
N5 0.00539 -2.22501 -0.64142
C1 -1.16689 -0.23973 -1.21090
C2 0.12355 -0.27697 0.83752
C3 -0.41108 1.74322 -0.36079
C4 -0.66829 -2.38300 -1.71415
C5 0.65093 1.97702 1.86061
C6 -0.39180 -0.97584 -0.29627
H1 0.09317 1.97151 2.86583
H2 -0.62826 -3.30371 -2.26247
H3 -0.39575 2.78600 -0.44344
H4 -1.37863 -0.99193 -3.42509
H5 1.63746 1.81758 2.13316
H6 -0.36278 -0.50630 1.65853
H7 0.65457 2.94193 1.30586
H8 1.01209 -2.19939 0.93010
H9 2.19057 -0.45940 0.29663

[2]
Molecular formula: C6H9N6
Method: DFT, ωB97M-V/def2-TZVPD

Properties
* HOMO (spin up / spin down): -10.5560 / -10.8825 eV
* LUMO energy (spin up / spin down): -3.71 / -3.75 eV
* total charge: +1
* energy relative to the best compared isomer or geometry (same formula, charge and spin): 487.1 kJ/mol
* orbital gap (spin up / spin down): 6.8 / 7.1 eV

Atoms and positions in Å:
N1 -0.89266 0.12448 -1.16633
N2 0.82991 0.80233 -0.01565
N3 0.02595 -0.73417 4.57341
N4 1.13946 0.69903 2.91968
N5 -0.95717 -1.54225 4.41991
N6 1.84913 1.20547 0.75322
C1 -0.42354 0.27479 0.09425
C2 1.97042 1.19788 2.03105
C3 0.06853 0.43842 -2.08898
C4 -0.20657 0.25960 -3.51784
C5 1.10793 0.90225 -1.37557
C6 0.66651 -0.17198 3.62206
H1 0.78501 0.17502 -3.93769
H2 -0.58769 -0.73798 -3.60333
H3 -0.97126 0.10341 1.00855
H4 -1.87318 -0.17399 -1.43563
H5 -1.18931 -1.97728 5.31529
H6 0.32779 -0.38811 5.56752
H7 2.79373 1.72852 2.31990
H8 -0.88025 0.85822 -4.17058
H9 2.04812 1.33875 -1.62796

[3]
Molecular formula: C6H9NO
Method: DFT, ωB97M-V/def2-TZVPD

Properties
* HOMO: -9.4571 eV
* LUMO energy: 1.02 eV
* total charge: 0
* energy relative to the best compared isomer or geometry (same formula, charge and spin): 309.6 kJ/mol
* orbital gap: 10.5 eV

Atoms and positions in Å:
O1 0.80971 0.53372 0.78680
N1 0.49446 0.65875 -1.73840
C1 1.05883 -0.76944 0.25025
C2 0.66326 -0.73003 -1.24305
C3 -1.46657 1.18209 1.13495
C4 -0.51701 0.24022 0.52503
C5 -0.24833 -1.28579 0.92293
C6 -0.55166 0.02106 -0.98613
H1 -0.14015 -1.39704 1.98804
H2 -0.68543 -2.16088 0.50870
H3 -1.45133 -0.12116 -1.55769
H4 0.71058 -1.52184 -1.90732
H5 1.03894 1.26554 -1.17513
H6 -2.50799 0.97319 0.80631
H7 1.99594 -1.24870 0.42201
H8 -1.20260 2.24238 0.96873
H9 -1.32808 1.13875 2.19686

Max |F|
In order: 7.47, 3.19, 3.08
Unit: eV/A